This record from OMol25 describes a structure of composition C30H52N6ORhSSeSi4. The level of theory is wB97M-V/def2-TZVPD.

Each line ends with the Löwdin spin population.
Positions of all 96 atoms, in Å:
Rh1 -0.392 0.228 0.115  1.23
N1 0.116 3.306 -2.887  0.03
C1 0.093 2.131 -2.280  0.02
N2 -0.345 1.940 -1.074  0.02
C2 -0.831 3.058 -0.325  0.10
N3 -1.267 2.892 0.869  -0.03
N4 -1.147 1.618 1.295  0.28
C3 -1.509 1.196 2.520  0.25
C4 -1.212 -0.144 2.824  0.08
C5 -1.397 -0.717 4.101  0.07
C6 -0.914 -1.971 4.362  0.04
C7 -0.239 -2.679 3.350  0.10
C8 -0.134 -2.102 2.110  0.02
N5 -0.628 -0.892 1.820  0.13
C9 -0.817 4.375 -0.956  0.00
C10 -1.245 5.529 -0.303  0.02
C11 -1.199 6.749 -0.948  0.00
C12 -0.721 6.836 -2.254  0.02
C13 -0.282 5.703 -2.911  0.00
C14 -0.332 4.482 -2.256  0.02
H1 0.521 3.368 -3.807  0.00
H2 0.461 1.287 -2.841  0.00
H3 -1.950 1.884 3.230  0.01
H4 -1.893 -0.132 4.866  0.00
H5 -1.034 -2.406 5.346  0.00
H6 0.188 -3.656 3.528  0.01
H7 0.371 -2.608 1.299  0.00
H8 -1.604 5.442 0.714  0.00
H9 -1.527 7.642 -0.432  0.00
H10 -0.691 7.792 -2.760  0.00
H11 0.106 5.764 -3.922  0.00
Se1 3.537 1.484 -1.673  0.09
C15 2.409 0.393 -0.894  0.05
N6 1.654 -0.374 -0.392  0.10
C16 3.774 1.632 5.798  0.00
C17 2.915 2.311 4.732  0.00
C18 1.824 1.391 4.176  0.00
S1 2.040 0.941 2.424  0.01
O1 2.550 2.159 1.723  0.00
C19 3.425 -0.241 2.558  0.00
C20 4.789 0.420 2.425  0.00
C21 5.886 -0.625 2.226  0.00
H12 4.570 2.298 6.136  0.00
H13 4.242 0.718 5.420  0.00
H14 3.173 1.361 6.670  0.00
H15 3.529 2.668 3.903  0.00
H16 2.449 3.198 5.161  0.00
H17 0.844 1.873 4.183  0.00
H18 1.735 0.449 4.728  0.00
H19 3.262 -0.935 1.729  0.00
H20 3.296 -0.787 3.497  0.00
H21 5.009 1.022 3.307  0.00
H22 4.760 1.103 1.576  0.00
H23 5.903 -1.349 3.044  0.00
H24 6.865 -0.147 2.183  0.00
H25 5.737 -1.172 1.292  0.00
C22 -4.239 -1.473 -3.325  0.02
Si1 -3.290 -0.387 -2.144  0.09
C23 -4.243 -0.073 -0.571  0.00
C24 -2.970 1.256 -2.978  0.03
Si2 -1.155 -1.274 -1.553  0.53
Si3 0.330 -2.083 -3.294  0.11
C25 -0.645 -3.193 -4.430  0.02
C26 0.938 -0.647 -4.321  0.04
C27 1.806 -2.971 -2.590  0.00
Si4 -1.919 -3.650 -0.810  0.26
C28 -2.941 -3.105 0.645  0.07
C29 -0.310 -4.483 -0.397  0.05
C30 -2.926 -4.689 -1.957  0.04
H26 -5.167 -0.971 -3.618  0.00
H27 -4.509 -2.429 -2.878  0.00
H28 -3.667 -1.674 -4.235  0.00
H29 -5.056 0.635 -0.761  0.00
H30 -3.593 0.363 0.195  0.00
H31 -4.682 -0.984 -0.161  0.00
H32 -3.916 1.652 -3.359  0.00
H33 -2.280 1.172 -3.824  0.00
H34 -2.563 1.983 -2.271  0.00
H35 -1.552 -2.708 -4.802  0.00
H36 -0.931 -4.128 -3.949  0.00
H37 -0.022 -3.447 -5.294  0.00
H38 0.126 -0.032 -4.726  0.00
H39 1.480 -1.071 -5.172  0.01
H40 1.646 -0.021 -3.770  0.00
H41 1.644 -4.049 -2.530  0.00
H42 2.066 -2.592 -1.600  0.00
H43 2.666 -2.793 -3.242  0.00
H44 -2.644 -2.133 1.041  0.00
H45 -2.836 -3.841 1.451  0.01
H46 -3.993 -3.056 0.357  0.00
H47 0.520 -3.788 -0.278  0.00
H48 -0.044 -5.188 -1.187  0.00
H49 -0.427 -5.043 0.538  0.01
H50 -3.877 -4.226 -2.211  0.00
H51 -3.142 -5.627 -1.433  0.01
H52 -2.407 -4.937 -2.880  0.00

Its net charge is +1. As for the spin multiplicity: 5. For the total energy, the calculation gives -153636.1940 eV. The value obtained for the orbital gap (alpha / beta) is 0.22372 / 0.15565 hartree.